Version a
{"formula": "C5H16NO", "method": "wB97M-V/def2-TZVPD", "species": ["C", "C", "C", "C", "C", "N", "H", "H", "H", "H", "H", "H", "H", "H", "H", "H", "H", "H", "H", "H", "H", "H", "O"], "xyz": [[1.09, -0.80, 1.01], [0.11, 0.38, 0.84], [0.25, 1.43, 1.88], [-1.32, -0.21, 0.69], [-1.74, -1.37, -0.29], [1.80, -0.81, -0.37], [1.69, -0.43, 1.94], [0.68, -1.72, 1.26], [0.39, 0.82, -0.14], [-0.75, 1.75, 2.35], [0.59, 2.34, 1.38], [0.64, 1.28, 2.85], [-1.95, 0.66, 0.49], [-1.89, -0.49, 1.53], [-1.62, -1.15, -1.36], [-2.73, -1.63, -0.21], [-1.19, -2.21, -0.06], [2.73, -0.40, -0.17], [1.34, -0.20, -1.13], [1.71, -1.88, -0.63], [-1.21, 1.25, -3.06], [-0.04, 1.97, -3.10], [-0.16, 1.14, -3.01]], "e_homo_ev": -14.8246, "lumo_ev": -3.496, "charge": 1}

Version b
{"formula": "C5H16NO", "method": "wB97M-V/def2-TZVPD", "species": ["C", "C", "C", "C", "C", "N", "H", "H", "H", "H", "H", "H", "H", "H", "H", "H", "H", "H", "H", "H", "H", "H", "O"], "xyz": [[-0.72, 1.27, 0.89], [0.43, 0.90, -0.04], [1.23, -0.35, 0.33], [1.82, -0.25, 1.75], [0.43, -1.62, 0.17], [-0.13, 0.71, -1.44], [-0.35, 1.24, 1.91], [-1.58, 0.60, 0.82], [-1.03, 2.29, 0.74], [1.10, 1.74, -0.13], [2.07, -0.38, -0.37], [2.82, -0.68, 1.75], [1.16, -0.73, 2.45], [1.91, 0.80, 2.05], [0.99, -2.50, 0.50], [0.10, -1.84, -0.85], [-0.47, -1.62, 0.80], [-0.99, 0.14, -1.48], [0.56, 0.33, -2.08], [-0.41, 1.62, -1.82], [-2.83, -1.31, -2.11], [-3.48, 0.03, -1.83], [-2.62, -0.37, -2.01]], "e_homo_ev": -15.4831, "lumo_ev": -3.104, "charge": 1}

Version c
{"formula": "C5H16NO", "method": "wB97M-V/def2-TZVPD", "species": ["C", "C", "C", "C", "C", "N", "H", "H", "H", "H", "H", "H", "H", "H", "H", "H", "H", "H", "H", "H", "H", "H", "O"], "xyz": [[-0.20, 0.81, 0.45], [0.59, -0.09, -0.55], [1.64, 0.76, -1.39], [-0.48, -0.83, -1.36], [0.04, -1.89, -2.37], [-0.63, -0.14, 1.60], [0.41, 1.56, 0.92], [-1.06, 1.23, -0.05], [1.33, -0.72, -0.05], [1.77, 1.74, -0.91], [1.11, 1.08, -2.27], [2.51, 0.12, -1.58], [-0.97, -0.14, -2.02], [-1.13, -1.45, -0.74], [0.11, -2.85, -1.88], [1.07, -1.55, -2.61], [-0.45, -2.02, -3.34], [-0.31, 0.20, 2.51], [-0.30, -1.11, 1.54], [-1.65, -0.18, 1.65], [-1.91, 1.81, 4.05], [-0.50, 1.89, 4.62], [-0.99, 1.78, 3.79]], "e_homo_ev": -14.7890, "lumo_ev": -3.275, "charge": 1}

Ordering by calculated energy gives the sequence version b, version c, version a, with the first entry being the most stable.

Version a
{"formula": "C2H4INO", "method": "wB97M-V/def2-TZVPD", "species": ["C", "C", "N", "O", "I", "H", "H", "H", "H"], "xyz": [[0.01, -1.70, -0.10], [1.32, 1.99, -0.18], [-0.35, -2.77, 0.15], [0.50, 1.41, 0.43], [-2.90, 0.37, -0.02], [1.40, 2.02, -1.35], [2.33, 2.24, 0.37], [-0.79, -3.69, 0.05], [-1.53, 0.13, 0.66]], "e_homo_ev": [-6.3838, -9.6547], "multiplicity": 3, "s2": 2.01, "lumo_ev": [0.840, -2.300], "charge": 0}

Version b
{"formula": "C2H4INO", "method": "wB97M-V/def2-TZVPD", "species": ["C", "C", "N", "O", "I", "H", "H", "H", "H"], "xyz": [[0.76, -0.70, -0.14], [0.81, 0.51, 0.25], [-0.01, -1.56, -0.77], [1.85, 1.13, 0.88], [-3.38, 0.79, -0.26], [-0.20, 1.03, -0.24], [-1.89, -0.19, -0.18], [-0.64, -1.91, -0.04], [2.69, 0.89, 0.49]], "e_homo_ev": [-7.0121, -9.9910], "multiplicity": 3, "s2": 2.01, "lumo_ev": [0.163, -2.656], "charge": 0}

Ordering by calculated energy gives the sequence version b, version a, with the first entry being the most stable.

Version a
{"formula": "C14H56N28O14", "method": "wB97M-V/def2-TZVPD", "species": ["C", "O", "N", "N", "H", "H", "H", "H", "C", "O", "N", "N", "H", "H", "H", "H", "C", "O", "N", "N", "H", "H", "H", "H", "C", "O", "N", "N", "H", "H", "H", "H", "C", "O", "N", "N", "H", "H", "H", "H", "C", "O", "N", "N", "H", "H", "H", "H", "C", "O", "N", "N", "H", "H", "H", "H", "C", "O", "N", "N", "H", "H", "H", "H", "C", "O", "N", "N", "H", "H", "H", "H", "C", "O", "N", "N", "H", "H", "H", "H", "C", "O", "N", "N", "H", "H", "H", "H", "C", "O", "N", "N", "H", "H", "H", "H", "C", "O", "N", "N", "H", "H", "H", "H", "C", "O", "N", "N", "H", "H", "H", "H"], "xyz": [[-10.47, 12.55, 9.35], [-10.58, 13.75, 9.78], [-9.38, 12.03, 8.92], [-11.44, 11.72, 9.25], [-9.27, 11.04, 8.77], [-8.49, 12.51, 8.94], [-11.40, 10.85, 8.74], [-12.19, 11.99, 9.88], [-5.59, 10.79, 8.69], [-6.12, 11.69, 9.31], [-5.30, 10.83, 7.41], [-5.22, 9.65, 9.18], [-4.73, 10.12, 6.98], [-5.57, 11.68, 6.93], [-5.50, 9.41, 10.12], [-4.90, 8.97, 8.50], [-14.13, 13.56, 10.83], [-13.92, 12.42, 10.41], [-15.11, 13.87, 11.66], [-13.41, 14.57, 10.55], [-15.59, 13.09, 12.07], [-15.20, 14.79, 12.06], [-13.54, 15.45, 11.03], [-12.55, 14.36, 10.05], [-10.24, 9.06, 4.88], [-10.23, 9.76, 3.87], [-10.91, 9.45, 5.92], [-9.66, 7.92, 5.02], [-10.73, 9.14, 6.86], [-11.21, 10.41, 5.83], [-9.18, 7.52, 4.22], [-9.58, 7.41, 5.89], [-8.18, 12.31, 5.17], [-8.01, 12.72, 4.06], [-9.13, 12.82, 5.95], [-7.70, 11.20, 5.74], [-9.89, 13.22, 5.42], [-9.16, 12.82, 6.96], [-7.03, 10.77, 5.12], [-7.79, 10.97, 6.71], [-13.03, 6.97, 11.08], [-13.63, 7.48, 12.02], [-12.84, 5.70, 10.98], [-12.38, 7.57, 10.14], [-13.14, 5.07, 11.72], [-12.31, 5.49, 10.15], [-12.31, 8.57, 10.01], [-12.30, 6.96, 9.34], [-12.21, 11.11, 13.09], [-12.64, 10.81, 14.15], [-12.14, 10.23, 12.16], [-11.43, 12.14, 12.91], [-12.71, 9.45, 12.47], [-11.72, 10.47, 11.27], [-10.92, 12.45, 13.72], [-11.12, 12.48, 12.02], [-9.08, 8.75, 9.38], [-9.78, 9.38, 8.54], [-8.01, 9.17, 10.00], [-9.20, 7.49, 9.41], [-7.68, 8.53, 10.71], [-7.91, 10.17, 10.01], [-8.62, 6.93, 10.02], [-10.07, 7.11, 9.09], [-7.43, 16.32, 9.73], [-7.33, 16.60, 8.56], [-6.93, 16.99, 10.70], [-7.94, 15.26, 10.27], [-6.81, 16.36, 11.48], [-6.57, 17.93, 10.68], [-8.44, 14.55, 9.73], [-7.80, 14.99, 11.23], [-13.02, 12.37, 5.12], [-11.92, 12.55, 4.58], [-13.19, 12.16, 6.41], [-14.22, 12.27, 4.55], [-14.08, 12.23, 6.89], [-12.37, 11.97, 6.96], [-14.25, 12.40, 3.55], [-15.03, 12.10, 5.13], [-10.89, 16.82, 6.54], [-10.70, 17.62, 7.45], [-11.38, 15.69, 6.83], [-10.69, 16.98, 5.28], [-11.58, 15.54, 7.80], [-11.85, 15.14, 6.12], [-10.21, 17.75, 4.82], [-10.68, 16.20, 4.63], [-14.38, 8.75, 7.01], [-13.69, 9.33, 7.80], [-14.92, 7.60, 7.10], [-14.71, 9.28, 5.82], [-15.41, 7.20, 6.32], [-14.44, 6.94, 7.69], [-15.43, 8.87, 5.25], [-14.31, 10.18, 5.58], [-16.20, 12.43, 7.76], [-16.41, 12.33, 6.54], [-15.47, 11.63, 8.41], [-16.77, 13.28, 8.59], [-15.09, 12.01, 9.27], [-15.03, 10.82, 7.99], [-17.27, 14.05, 8.17], [-16.80, 13.11, 9.58], [-10.93, 17.11, 11.34], [-11.13, 18.18, 11.77], [-10.85, 16.08, 12.06], [-10.89, 16.69, 10.10], [-10.85, 16.18, 13.07], [-10.92, 15.25, 11.49], [-10.95, 17.42, 9.40], [-10.48, 15.77, 9.96]], "e_homo_ev": -8.7641, "lumo_ev": -0.872, "charge": 0}

Version b
{"formula": "C14H56N28O14", "method": "wB97M-V/def2-TZVPD", "species": ["C", "O", "N", "N", "H", "H", "H", "H", "C", "O", "N", "N", "H", "H", "H", "H", "C", "O", "N", "N", "H", "H", "H", "H", "C", "O", "N", "N", "H", "H", "H", "H", "C", "O", "N", "N", "H", "H", "H", "H", "C", "O", "N", "N", "H", "H", "H", "H", "C", "O", "N", "N", "H", "H", "H", "H", "C", "O", "N", "N", "H", "H", "H", "H", "C", "O", "N", "N", "H", "H", "H", "H", "C", "O", "N", "N", "H", "H", "H", "H", "C", "O", "N", "N", "H", "H", "H", "H", "C", "O", "N", "N", "H", "H", "H", "H", "C", "O", "N", "N", "H", "H", "H", "H", "C", "O", "N", "N", "H", "H", "H", "H"], "xyz": [[-5.62, 1.20, 2.56], [-4.79, 0.42, 3.03], [-5.80, 2.38, 3.10], [-6.66, 0.86, 1.82], [-5.02, 2.72, 3.65], [-6.54, 2.97, 2.76], [-6.72, -0.09, 1.48], [-7.10, 1.64, 1.35], [-2.53, 0.98, 7.46], [-1.82, 1.43, 8.36], [-2.12, 0.52, 6.33], [-3.80, 0.92, 7.58], [-1.12, 0.51, 6.22], [-2.87, 0.38, 5.67], [-4.24, 0.23, 6.97], [-4.03, 1.03, 8.56], [7.05, -0.60, -3.46], [7.58, -1.69, -3.42], [7.55, 0.54, -3.84], [5.96, -0.35, -2.86], [8.40, 0.38, -4.37], [7.10, 1.44, -3.70], [5.59, 0.59, -2.91], [5.50, -1.04, -2.28], [-4.43, -4.81, 5.22], [-4.82, -4.29, 6.26], [-4.28, -4.20, 4.03], [-3.99, -5.98, 5.17], [-4.44, -3.21, 4.10], [-3.72, -4.71, 3.35], [-4.53, -6.65, 5.71], [-3.70, -6.31, 4.26], [-0.22, 0.39, -0.53], [-1.16, 0.94, -1.10], [-0.43, -0.05, 0.64], [0.96, 0.25, -1.03], [0.33, -0.56, 1.08], [-1.33, 0.02, 1.08], [1.15, 0.78, -1.86], [1.70, -0.18, -0.48], [4.59, -4.34, 0.84], [3.89, -3.44, 0.41], [5.43, -4.21, 1.75], [4.24, -5.60, 0.61], [5.71, -3.27, 1.96], [5.88, -5.04, 2.12], [4.47, -6.38, 1.21], [3.45, -5.71, -0.01], [2.98, 2.92, -7.03], [2.68, 2.94, -5.87], [2.71, 3.83, -7.89], [3.78, 2.04, -7.54], [2.30, 4.70, -7.59], [3.25, 3.68, -8.73], [4.15, 2.09, -8.48], [4.49, 1.67, -6.92], [1.04, -4.34, 5.07], [1.33, -3.19, 4.80], [0.76, -4.66, 6.29], [0.99, -5.38, 4.21], [0.91, -4.14, 7.14], [0.04, -5.35, 6.42], [1.55, -5.21, 3.39], [0.63, -6.28, 4.49], [5.80, 5.05, -2.27], [6.24, 4.99, -3.39], [6.40, 5.65, -1.26], [4.72, 4.46, -2.03], [5.91, 5.83, -0.40], [7.40, 5.76, -1.18], [4.35, 4.65, -1.11], [4.17, 4.30, -2.86], [-6.24, -1.73, -2.57], [-7.26, -1.74, -3.33], [-6.01, -2.64, -1.66], [-5.40, -0.72, -2.55], [-6.58, -3.47, -1.77], [-5.26, -2.49, -1.00], [-4.56, -0.60, -2.00], [-5.78, 0.10, -3.01], [-4.07, 6.62, -0.37], [-3.32, 7.48, 0.12], [-5.41, 6.83, -0.48], [-3.63, 5.47, -0.81], [-5.74, 7.77, -0.33], [-6.05, 6.05, -0.60], [-2.74, 5.02, -0.66], [-4.32, 4.76, -0.99], [5.33, 1.09, 3.00], [6.11, 0.28, 3.19], [4.06, 0.92, 2.93], [5.64, 2.30, 2.90], [3.47, 1.74, 2.85], [3.70, 0.02, 3.23], [4.92, 2.97, 2.67], [6.60, 2.56, 2.79], [-1.48, -5.57, -1.30], [-2.12, -5.55, -0.22], [-1.90, -6.15, -2.38], [-0.25, -5.13, -1.40], [-2.84, -6.52, -2.33], [-1.47, -6.03, -3.28], [-0.14, -4.63, -2.27], [0.08, -4.57, -0.63], [-2.21, 3.78, -6.47], [-3.14, 4.13, -7.14], [-1.93, 2.54, -6.36], [-1.35, 4.58, -5.86], [-1.09, 2.21, -5.90], [-2.48, 1.84, -6.83], [-0.60, 4.16, -5.34], [-1.75, 5.51, -5.93]], "e_homo_ev": -9.3615, "lumo_ev": -0.341, "charge": 0}

Ordering by calculated energy gives the sequence version a, version b, with the first entry being the most stable.

Version a
{"formula": "C2H2OS2", "method": "wB97M-V/def2-TZVPD", "species": ["O", "C", "C", "S", "S", "H", "H"], "xyz": [[1.55, -1.04, -0.10], [0.54, -0.94, -0.75], [-0.48, 0.26, 0.04], [-2.08, 0.43, -0.23], [0.47, 0.76, 1.32], [0.42, -1.21, -1.83], [-0.42, 1.74, 1.54]], "e_homo_ev": -8.8179, "lumo_ev": -1.022, "smiles": "O=CC(=S)S", "charge": 0}

Version b
{"formula": "C2H2OS2", "method": "wB97M-V/def2-TZVPD", "species": ["O", "C", "S", "C", "S", "H", "H"], "xyz": [[-1.13, -1.48, -1.95], [-1.36, -1.22, -0.88], [-1.76, -1.20, 0.61], [1.03, 1.09, 0.64], [1.16, 0.09, -0.67], [0.12, 1.12, 1.25], [1.94, 1.61, 1.00]], "e_homo_ev": -9.0495, "lumo_ev": -0.783, "smiles": "O=C=S.C=S", "charge": 0}

Ordering by calculated energy gives the sequence version b, version a, with the first entry being the most stable.

Version a
{"formula": "C5H15N2O2", "method": "wB97M-V/def2-TZVPD", "species": ["C", "C", "C", "C", "C", "N", "N", "O", "O", "H", "H", "H", "H", "H", "H", "H", "H", "H", "H", "H", "H", "H", "H", "H"], "xyz": [[1.03, 1.00, -1.78], [-1.43, 1.43, 1.15], [0.07, -1.19, -3.50], [-0.74, -0.53, 2.62], [0.92, -0.29, -1.43], [1.30, -0.68, -0.16], [-0.30, 0.62, 1.65], [-0.11, -0.16, 3.79], [-0.01, -1.21, -2.04], [-0.29, -1.47, 2.34], [0.65, 1.30, -2.79], [1.85, 1.68, -1.40], [-1.10, 1.96, 0.19], [-2.14, 0.72, 0.79], [-1.89, 2.21, 1.78], [0.96, -1.78, -3.89], [-0.04, -0.26, -4.09], [-0.79, -1.91, -3.81], [-1.72, -0.63, 2.85], [2.24, -0.26, 0.15], [1.43, -1.70, 0.09], [0.31, 0.24, 0.76], [0.47, 1.08, 2.16], [-0.66, -0.17, 4.58]], "e_homo_ev": -12.4601, "lumo_ev": -2.730, "charge": 1}

Version b
{"formula": "C5H15N2O2", "method": "wB97M-V/def2-TZVPD", "species": ["C", "O", "C", "C", "C", "C", "N", "N", "H", "H", "H", "H", "H", "H", "H", "H", "H", "H", "H", "H", "H", "H", "H", "O"], "xyz": [[2.27, -0.56, -0.07], [2.57, -1.78, 0.56], [0.75, -0.37, 0.15], [0.14, 0.64, -0.82], [-1.35, 0.60, -0.93], [-1.99, 0.90, -2.08], [-2.02, 0.16, 0.23], [0.08, -1.75, -0.06], [2.57, -0.67, -1.09], [2.85, 0.26, 0.40], [3.45, -1.75, 1.01], [0.59, -0.06, 1.20], [0.62, 0.54, -1.79], [0.41, 1.63, -0.50], [-1.44, 1.15, -3.00], [-3.07, 0.92, -2.15], [-1.74, 0.55, 1.10], [-3.06, 0.19, 0.16], [-0.95, -1.60, 0.15], [0.49, -2.43, 0.61], [0.23, -2.07, -1.06], [-0.68, 1.45, 3.34], [-0.30, 2.50, 2.29], [-0.44, 1.57, 2.39]], "e_homo_ev": -12.0562, "lumo_ev": -2.841, "charge": 1}

Ordering by calculated energy gives the sequence version b, version a, with the first entry being the most stable.

Version a
{"formula": "C2H12O3S", "method": "wB97M-V/def2-TZVPD", "species": ["C", "S", "C", "H", "H", "H", "H", "H", "H", "H", "H", "O", "H", "H", "O", "H", "H", "O"], "xyz": [[-1.01, -0.26, 2.04], [-1.11, -0.96, 0.27], [-1.76, 0.58, -0.48], [-0.19, 0.46, 2.16], [-2.01, 0.10, 2.15], [-0.78, -1.05, 2.63], [-2.84, 0.65, -0.25], [-1.53, 0.45, -1.52], [-1.07, 1.27, -0.04], [1.77, 0.81, 0.79], [2.94, 1.05, 1.62], [1.99, 1.16, 1.68], [0.96, -2.40, -2.32], [-0.39, -1.87, -1.83], [0.27, -1.86, -2.57], [1.91, -0.05, -1.80], [1.02, 1.23, -1.39], [1.85, 0.69, -1.15]], "e_homo_ev": [-14.6979, -14.6969], "multiplicity": 2, "s2": 0.75, "lumo_ev": [-4.198, -8.722], "charge": 1}

Version b
{"formula": "C2H12O3S", "method": "wB97M-V/def2-TZVPD", "species": ["C", "C", "S", "H", "H", "H", "H", "H", "H", "H", "H", "O", "H", "H", "O", "H", "H", "O"], "xyz": [[0.37, -1.73, 0.16], [0.95, -1.30, -1.19], [0.28, 0.16, -1.99], [-0.69, -1.92, -0.03], [0.50, -0.97, 0.91], [0.75, -2.71, 0.43], [2.03, -1.13, -1.05], [0.85, -2.07, -1.97], [-0.90, 0.38, -1.22], [-1.00, 1.64, 2.71], [-0.18, 1.86, 1.41], [-1.04, 1.59, 1.74], [2.12, 2.59, 0.03], [1.43, 1.28, -0.37], [1.53, 1.90, 0.35], [-2.16, 0.83, 0.48], [-2.52, -0.64, -0.09], [-2.30, 0.26, -0.31]], "e_homo_ev": [-15.2960, -15.2963], "multiplicity": 2, "s2": 0.75, "lumo_ev": [-3.238, -8.592], "charge": 1}

Ordering by calculated energy gives the sequence version b, version a, with the first entry being the most stable.